(1)
Computed, not measured: a molecular structure, C30H57BO2P2Ti, with the ωB97M-V functional and the def2-TZVPD basis.

Positions of all 93 atoms, in Å:
Ti  -0.286  0.102  -0.484
C  -1.732  1.601  0.058
C  -2.214  0.737  -1.014
C  -1.867  -0.579  0.895
C  -1.566  0.786  1.230
C  -2.292  -0.619  -0.489
C  -1.748  3.092  0.035
H  -1.408  3.471  -0.932
H  -1.135  3.562  0.810
H  -2.775  3.459  0.173
C  -1.462  1.288  2.628
H  -1.276  2.366  2.677
H  -0.636  0.795  3.148
H  -2.368  1.079  3.227
C  -2.122  -1.655  1.891
H  -3.158  -1.611  2.269
H  -1.471  -1.590  2.762
H  -1.976  -2.645  1.455
C  -2.969  -1.774  -1.143
H  -4.029  -1.546  -1.327
H  -2.920  -2.690  -0.543
H  -2.519  -1.995  -2.112
C  -2.832  1.220  -2.263
H  -3.874  1.510  -2.060
H  -2.857  0.433  -3.016
H  -2.327  2.105  -2.664
C  1.456  0.405  -2.649
C  0.367  1.203  -2.872
C  -0.146  1.409  -4.286
C  -1.055  0.284  -4.836
C  -1.084  -0.988  -4.031
C  -0.003  -1.774  -3.925
C  1.342  -1.416  -4.514
C  2.161  -0.295  -3.801
H  0.688  1.554  -4.995
H  -0.723  0.057  -5.868
H  -0.681  2.372  -4.326
H  2.476  0.439  -4.568
H  2.062  0.469  -1.724
H  0.064  2.002  -2.164
H  3.124  -0.715  -3.456
H  1.946  -2.341  -4.537
H  -0.076  -2.819  -3.611
H  1.241  -1.124  -5.576
H  -2.077  0.676  -4.954
H  -2.072  -1.326  -3.713
P  1.690  1.816  0.430
C  1.568  2.759  1.982
H  2.445  3.413  2.050
H  1.563  2.090  2.844
H  0.662  3.371  1.998
C  3.386  1.140  0.525
H  4.049  1.933  0.890
H  3.736  0.809  -0.460
H  3.418  0.296  1.219
C  1.944  3.228  -0.716
H  2.136  2.874  -1.737
H  2.802  3.814  -0.357
H  1.044  3.858  -0.734
P  0.978  -2.307  -0.118
C  -0.040  -3.561  -0.998
H  0.597  -4.428  -1.233
H  -0.464  -3.171  -1.927
H  -0.879  -3.888  -0.369
C  2.499  -2.254  -1.132
H  2.220  -1.971  -2.148
H  3.000  -3.228  -1.169
H  3.192  -1.502  -0.734
C  1.586  -3.441  1.185
H  1.676  -4.455  0.764
H  0.872  -3.454  2.012
H  2.568  -3.122  1.550
C  1.294  0.799  5.315
C  2.037  -0.292  4.563
C  3.478  -0.285  5.006
O  2.029  0.027  3.146
B  1.092  -0.732  2.463
O  0.538  -1.663  3.347
C  1.293  -1.677  4.589
C  2.241  -2.861  4.528
C  0.317  -1.903  5.720
H  0.231  0.861  5.052
H  1.767  1.766  5.109
H  1.380  0.613  6.394
H  3.893  0.718  4.870
H  3.524  -0.528  6.072
H  4.093  -0.994  4.448
H  2.778  -2.940  5.479
H  1.659  -3.776  4.388
H  2.959  -2.783  3.707
H  -0.437  -1.111  5.801
H  -0.195  -2.862  5.572
H  0.866  -1.958  6.669

Results
HOMO-LUMO gap (alpha / beta) (eV): 7.0 / 6.5
Multiplicity: 2
Total charge: +1

Here are the Löwdin charges for atoms 1 to 4, given in e: 0.631 -0.307 -0.315 -0.299


(2)
Computed, not measured: a single C4H6S molecule, with the ωB97M-V functional and the def2-TZVPD basis.

Positions of all 11 atoms, in Å:
C  -0.786  -0.060  0.290
C  0.356  0.115  -0.378
C  -2.093  0.016  -0.380
C  1.742  -0.083  0.306
S  -3.507  -0.284  0.266
H  -0.663  -0.266  1.375
H  0.442  0.297  -1.445
H  -1.892  0.465  -1.386
H  2.410  -0.665  -0.384
H  2.293  0.954  0.444
H  1.698  -0.490  1.292

Results
Relative energy (zero: lowest compared OMol25 entry of this formula, charge and spin) (kJ/mol): 76.30
HOMO-LUMO gap (eV): 8.2
Structure (SMILES): C/C=C/C=S
Multiplicity: 1
Total charge: 0

Here are the Löwdin charges for atoms 1 to 4, given in e: -0.222 -0.140 -0.746 -0.099


Quick rundown of E, same order as above: -2884.573098; -554.143106 Eh